No. 1
{"formula": "C4H8OS2", "method": "wB97M-V/def2-TZVPD", "homo_ev": -8.45, "total_energy_ha": -1028.78935, "gap_ev": 8.5, "de_lowest_kcal_mol": 21.14, "smiles": "CSC(=S)CCO", "species": ["C", "S", "C", "S", "C", "C", "O", "H", "H", "H", "H", "H", "H", "H", "H"], "coordinates": [[1.4879, 1.6997, 1.7267], [0.5724, 1.4049, 0.2089], [-0.2633, -0.1137, 0.3493], [0.1031, -1.2609, 1.4304], [-1.3570, -0.2954, -0.6347], [-1.0935, -0.3288, -2.1229], [-0.2236, -1.4438, -2.3730], [0.8666, 1.8588, 2.6008], [2.1462, 2.6122, 1.4968], [2.1236, 0.9055, 1.9888], [-2.0323, -1.1620, -0.4218], [-2.0575, 0.5886, -0.4897], [-2.0646, -0.4262, -2.5953], [-0.6181, 0.5804, -2.4088], [-0.0269, -1.4816, -3.3269]], "forces_ev_per_angstrom": [[0.537, 1.598, -0.484], [-0.297, 0.529, -0.296], [0.804, -0.530, 0.439], [0.019, -0.019, 0.360], [-2.962, 0.697, -0.125], [0.898, -0.917, 0.744], [-0.332, 0.279, -0.718], [-0.384, 0.325, -0.146], [-1.141, -1.240, 0.392], [0.917, -1.210, -0.012], [1.089, 0.409, 0.303], [0.707, -0.738, -0.153], [-0.101, -0.073, -0.373], [0.374, 0.846, -0.562], [-0.129, 0.043, 0.631]]}

---

No. 2
{"formula": "C4H8P2", "method": "wB97M-V/def2-TZVPD", "homo_ev": -8.73, "total_energy_ha": -839.79602, "gap_ev": 9.7, "de_lowest_kcal_mol": 56.14, "smiles": "P/C=C/P1CC1", "species": ["P", "C", "C", "P", "C", "C", "H", "H", "H", "H", "H", "H", "H", "H"], "coordinates": [[3.1367, -0.8089, 0.8257], [1.5936, -0.5430, -0.2999], [0.3253, -1.0367, -0.6029], [-0.8338, -0.0647, -1.6861], [-2.0846, 0.6565, -0.5302], [-1.0949, 1.6582, -1.0094], [4.0697, -1.0612, -0.1693], [3.0156, -2.2614, 0.9152], [1.7117, 0.4704, -0.6867], [0.2165, -2.1481, -0.4140], [-2.0266, 0.4065, 0.5032], [-3.1248, 0.7300, -1.0021], [-1.1587, 2.5897, -1.6147], [-0.4527, 1.7662, -0.1445]], "forces_ev_per_angstrom": [[-2.046, -1.745, -0.569], [-1.401, 0.540, -0.196], [3.486, -0.215, 0.904], [-0.419, -0.484, -0.223], [-2.483, 0.326, -2.383], [1.765, -0.165, 1.092], [0.379, 0.349, -0.700], [-0.062, 0.791, 0.395], [0.086, 0.177, 0.111], [-0.674, 1.404, -0.098], [-0.170, -0.138, 0.546], [1.451, -0.368, 1.018], [-0.476, -1.176, 0.302], [0.564, 0.704, -0.201]]}